# 1
Computed, not measured: BH16LiO6 as an isolated structure at a distorted geometry, with wB97M-V/def2-TZVPD.

Atoms and positions in Å:
Li 0.041 1.072 2.144
B 0.111 -0.141 0.054
H 1.030 0.572 0.198
H -0.095 -0.788 0.991
H -0.903 0.622 -0.055
H 0.201 -0.925 -0.848
O -1.897 1.376 2.625
H -2.594 1.438 1.855
H -2.114 0.761 3.301
O -2.586 -0.003 -2.494
H -3.236 0.694 -2.415
H -1.937 0.172 -1.818
O 3.712 -2.098 -0.551
H 3.393 -2.186 -1.428
H 3.177 -1.392 -0.260
O -1.550 -3.434 0.172
H -1.383 -3.969 -0.596
H -1.108 -2.692 0.087
O 0.944 2.405 2.415
H 1.741 2.011 2.374
H 0.942 2.865 1.631
O 1.154 1.414 -2.766
H 0.764 0.922 -1.997
H 2.191 1.305 -2.620

Computed properties:
**Calculated total energy**: -13424.84122 eV

---

# 2
Computed, not measured: a 7-piece molecular cluster, BH16O6 overall at a distorted geometry, with wB97M-V/def2-TZVPD.

Atoms and positions in Å:
B 0.063 -0.434 0.353
H 0.319 -0.568 1.561
H 0.076 -1.571 -0.212
H -1.049 0.160 0.034
H 0.941 0.304 -0.110
O 3.243 -1.649 0.057
H 3.348 -2.448 0.580
H 2.368 -1.281 0.362
O -0.072 3.658 -1.452
H 0.797 3.663 -1.863
H -0.380 2.730 -1.266
O -3.143 -1.570 -1.818
H -3.416 -2.324 -1.260
H -2.773 -0.772 -1.246
O -1.755 1.333 -2.225
H -1.438 1.621 -3.055
H -1.105 0.771 -1.752
O -0.795 -3.084 2.242
H -1.089 -2.956 3.100
H -0.627 -2.237 1.840
O 2.017 2.386 2.336
H 2.378 2.792 1.531
H 2.093 1.478 2.263

Computed properties:
**ΔE to the lowest compared entry with this formula, charge and spin**: 0.699 eV
**Total charge**: -1

---

# 3
Computed, not measured: a 7-piece molecular cluster, BH16O6 overall at a distorted geometry, with wB97M-V/def2-TZVPD.

Atoms and positions in Å:
B 4.904 -18.344 17.041
H 5.494 -18.637 16.045
H 4.042 -19.138 17.230
H 5.683 -18.236 18.033
H 4.353 -17.245 16.843
O 4.019 -16.392 19.801
H 4.385 -17.168 20.163
H 4.109 -16.563 18.880
O 7.919 -20.123 14.309
H 8.221 -19.622 15.072
H 6.999 -20.242 14.405
O 5.449 -14.717 17.140
H 5.273 -15.700 17.202
H 4.699 -14.425 16.598
O 8.265 -17.731 15.726
H 7.391 -17.747 16.144
H 8.815 -17.291 16.368
O 1.583 -17.468 17.468
H 0.946 -18.052 17.047
H 2.445 -17.726 17.247
O 3.043 -19.052 14.479
H 2.797 -19.971 14.316
H 3.793 -18.919 15.060

Computed properties:
**ΔE to the lowest compared entry with this formula, charge and spin**: 0.024 eV
**Total charge**: -1

---

# 4
Computed, not measured: a 10-piece molecular cluster, BH22O9 overall at a distorted geometry, with wB97M-V/def2-TZVPD.

Atoms and positions in Å:
B 0.700 -0.673 0.162
H 1.011 -0.093 -0.821
H 1.235 -1.720 -0.128
H 1.467 -0.178 1.183
H -0.520 -0.682 0.492
O -1.183 -2.313 -2.355
H -1.688 -1.495 -2.455
H -0.324 -2.198 -1.936
O 0.194 3.281 -1.994
H -0.066 2.676 -2.662
H 0.412 2.792 -1.181
O 2.332 -2.607 -2.655
H 2.267 -2.360 -1.868
H 1.598 -3.336 -2.844
O 0.241 -1.768 3.304
H 0.635 -1.294 2.622
H -0.570 -2.011 3.004
O 0.068 2.481 0.749
H 0.241 1.608 0.571
H 0.852 2.575 1.289
O 2.998 1.947 -0.360
H 2.440 1.340 0.053
H 3.446 1.268 -1.114
O -2.399 0.053 -2.206
H -2.044 0.435 -2.962
H -2.020 0.136 -1.371
O -3.159 0.288 1.410
H -3.301 -0.668 1.492
H -2.328 0.417 1.869
O -1.280 0.745 3.635
H -0.726 -0.065 3.388
H -0.516 1.414 3.690

Computed properties:
**ΔE to the lowest compared entry with this formula, charge and spin**: 2.618 eV
**Total charge**: -1

---

# 5
Computed, not measured: a 11-piece molecular cluster, BH24O10 overall at a distorted geometry, with wB97M-V/def2-TZVPD.

Atoms and positions in Å:
B 14.128 -26.341 -1.885
H 13.577 -27.130 -1.397
H 14.438 -26.723 -2.845
H 13.556 -25.439 -2.039
H 15.034 -26.077 -1.362
O 11.721 -25.554 0.047
H 12.236 -25.794 -0.723
H 11.090 -26.267 0.146
O 16.235 -23.897 -1.998
H 16.425 -23.820 -2.933
H 15.620 -24.629 -1.937
O 17.898 -27.357 -0.270
H 17.858 -26.708 -0.972
H 18.237 -26.875 0.484
O 15.092 -28.151 0.047
H 15.995 -27.968 -0.212
H 14.562 -27.572 -0.501
O 16.370 -28.346 -2.885
H 15.816 -27.597 -2.664
H 15.769 -28.982 -3.274
O 18.554 -25.121 -1.903
H 17.618 -24.922 -1.868
H 18.980 -24.265 -1.933
O 13.397 -24.682 -4.459
H 13.795 -25.345 -3.896
H 12.932 -24.102 -3.855
O 10.625 -28.719 -1.467
H 11.065 -28.261 -2.183
H 10.360 -28.024 -0.865
O 12.804 -23.102 -1.475
H 12.809 -22.731 -0.592
H 13.231 -23.954 -1.380
O 12.081 -27.840 -3.574
H 12.686 -27.392 -2.983
H 12.634 -28.441 -4.074

Computed properties:
**ΔE to the lowest compared entry with this formula, charge and spin**: 1.957 eV
**Total charge**: -1

---

# 6
Computed, not measured: a 11-piece molecular cluster, BH24O10 overall at a distorted geometry, with wB97M-V/def2-TZVPD.

Atoms and positions in Å:
B 0.837 0.809 0.788
H 0.416 0.728 -0.394
H 0.158 0.019 1.493
H 1.991 0.456 0.844
H 0.780 1.934 1.172
O 2.627 -2.147 0.063
H 2.084 -1.481 0.575
H 3.163 -2.643 0.670
O -0.322 -1.103 -2.913
H -0.640 -1.970 -2.705
H 0.562 -1.119 -2.535
O 2.638 -0.420 -2.005
H 2.921 -1.258 -1.634
H 2.271 0.124 -1.308
O -2.097 0.527 -1.664
H -1.739 -0.290 -1.882
H -1.390 1.199 -1.625
O -0.696 -2.969 3.213
H -1.074 -2.470 2.537
H -1.096 -2.703 4.012
O -2.301 1.581 1.103
H -1.472 1.680 1.548
H -2.024 1.158 0.280
O -2.953 -1.039 2.360
H -2.442 -1.067 1.528
H -3.266 -0.133 2.335
O 3.079 2.923 -1.338
H 2.548 2.575 -0.697
H 3.833 2.423 -1.231
O -0.884 3.229 -1.220
H -0.504 2.837 -0.429
H -1.667 3.633 -0.848
O -1.496 -1.688 0.047
H -0.888 -0.950 0.147
H -0.946 -2.397 -0.280

Computed properties:
**ΔE to the lowest compared entry with this formula, charge and spin**: 0.487 eV
**Total charge**: -1

---

# 7
Computed, not measured: a 12-piece molecular cluster, BH26O11 overall at a distorted geometry, with wB97M-V/def2-TZVPD.

Atoms and positions in Å:
B 0.069 0.210 -0.068
H -0.579 0.000 -1.023
H -0.168 1.295 0.644
H -0.052 -0.704 0.706
H 1.190 0.235 -0.474
O -1.544 2.724 3.299
H -1.888 2.302 2.452
H -1.081 3.633 3.215
O 3.523 -1.099 -0.803
H 2.653 -1.460 -0.730
H 3.719 -0.303 -1.301
O -2.039 -1.719 3.465
H -2.329 -0.871 3.771
H -1.984 -1.611 2.480
O -3.050 1.605 0.721
H -3.522 0.909 1.164
H -2.130 1.376 0.518
O 1.969 -0.451 2.842
H 1.942 -1.349 3.234
H 1.464 -0.358 2.114
O 1.423 3.424 -0.851
H 0.871 4.131 -0.450
H 1.075 2.534 -0.387
O -1.619 -2.764 -1.395
H -2.252 -2.466 -1.837
H -0.911 -2.117 -1.152
O -2.751 -2.361 0.949
H -2.380 -2.353 0.134
H -2.678 -3.348 1.015
O 2.934 0.852 -3.477
H 1.892 0.548 -3.323
H 3.157 1.530 -2.914
O 0.402 1.815 -3.248
H 0.586 2.338 -2.651
H 0.025 1.011 -2.972
O 1.698 -2.700 -1.110
H 0.945 -2.164 -0.704
H 1.415 -2.263 -1.864

Computed properties:
**ΔE to the lowest compared entry with this formula, charge and spin**: 4.701 eV
**Total charge**: -1

---

# 8
Computed, not measured: one molecule with the formula BH3O3 at a distorted geometry, with wB97M-V/def2-TZVPD.

Atoms and positions in Å:
B 0.063 -0.180 -0.326
O 1.020 0.090 -1.294
O -0.716 -1.232 -0.260
O -0.048 1.078 0.738
H 1.595 0.664 -0.823
H -1.344 -1.314 0.447
H -0.568 0.894 1.519

Computed properties:
**SMILES**: OB(O)O
**ΔE to the lowest compared entry with this formula, charge and spin**: 1.039 eV

---

# 9
Computed, not measured: a 2-piece molecular cluster, BH4NS overall at a distorted geometry, with wB97M-V/def2-TZVPD.

Atoms and positions in Å:
B 0.026 0.042 0.173
N -0.849 -0.983 0.134
S 1.774 0.093 0.114
H -0.584 2.491 -0.197
H -1.794 -1.064 0.121
H -0.401 -1.898 0.121
H 1.827 1.319 -0.465

Computed properties:
**ΔE to the lowest compared entry with this formula, charge and spin**: 4.165 eV

---

# 10
Computed, not measured: BaH16O8 as an isolated structure, with wB97M-V/def2-TZVPD.

Atoms and positions in Å:
Ba 1.735 -9.461 13.191
O 3.190 -7.854 10.009
H 3.281 -8.343 9.191
H 3.367 -6.945 9.767
O 5.265 -8.479 13.953
H 5.823 -8.110 13.267
H 5.746 -8.320 14.765
O 3.964 -12.823 13.304
H 3.563 -13.529 12.798
H 4.903 -12.915 13.143
O -0.334 -12.776 14.062
H -0.392 -13.441 13.376
H -1.006 -13.027 14.697
O 0.664 -11.997 10.389
H 0.825 -12.940 10.400
H 0.112 -11.856 9.620
O -0.775 -7.720 10.804
H -0.818 -6.860 10.386
H -1.690 -7.967 10.939
O 2.013 -5.951 14.551
H 2.766 -5.572 15.005
H 1.297 -5.338 14.721
O -1.423 -8.280 14.755
H -2.215 -7.811 14.494
H -1.501 -8.371 15.705

Computed properties:
**ΔE to the lowest compared entry with this formula, charge and spin**: 3.384 eV
**Total charge**: +2

---

- Which formula does entry 7 have?
  BH26O11

---

What did the fourth record say?
Computed, not measured: a 10-piece molecular cluster, BH22O9 overall at a distorted geometry, with wB97M-V/def2-TZVPD.

Atoms and positions in Å:
B 0.700 -0.673 0.162
H 1.011 -0.093 -0.821
H 1.235 -1.720 -0.128
H 1.467 -0.178 1.183
H -0.520 -0.682 0.492
O -1.183 -2.313 -2.355
H -1.688 -1.495 -2.455
H -0.324 -2.198 -1.936
O 0.194 3.281 -1.994
H -0.066 2.676 -2.662
H 0.412 2.792 -1.181
O 2.332 -2.607 -2.655
H 2.267 -2.360 -1.868
H 1.598 -3.336 -2.844
O 0.241 -1.768 3.304
H 0.635 -1.294 2.622
H -0.570 -2.011 3.004
O 0.068 2.481 0.749
H 0.241 1.608 0.571
H 0.852 2.575 1.289
O 2.998 1.947 -0.360
H 2.440 1.340 0.053
H 3.446 1.268 -1.114
O -2.399 0.053 -2.206
H -2.044 0.435 -2.962
H -2.020 0.136 -1.371
O -3.159 0.288 1.410
H -3.301 -0.668 1.492
H -2.328 0.417 1.869
O -1.280 0.745 3.635
H -0.726 -0.065 3.388
H -0.516 1.414 3.690

Computed properties:
**ΔE to the lowest compared entry with this formula, charge and spin**: 2.618 eV
**Total charge**: -1